Record 1
DFT (ωB97M-V/def2-TZVPD) results for a cluster of 2 separate species, C6H17NO in total at a distorted geometry.

Computed properties:
spin multiplicity: 2
relative energy (zero: lowest compared OMol25 entry of this formula, charge and spin): 10.31 kcal per mole
charge: -1
LUMO level (alpha / beta): 3.348 / 3.273 eV
HOMO (alpha / beta): 1.2 / -5.5 eV

Geometry (Å):
C 1.29 -3.52 1.09
C 1.30 -2.95 -0.33
C 1.90 -1.55 -0.39
C 0.90 -0.47 0.08
C 0.80 0.73 -0.89
C -0.52 1.53 -0.80
N -1.00 1.68 0.56
H 1.99 -4.34 1.30
H 0.31 -3.91 1.41
H 1.51 -2.75 1.84
H 0.29 -2.92 -0.73
H 1.80 -3.66 -1.00
H 2.24 -1.31 -1.40
H 2.81 -1.52 0.21
H -0.10 -0.87 0.24
H 1.26 -0.11 1.04
H 0.90 0.30 -1.88
H 1.62 1.43 -0.72
H -0.28 2.52 -1.18
H -1.26 1.06 -1.44
H -2.00 1.82 0.59
H -0.81 0.89 1.16
H -2.87 3.68 0.78
H -4.39 3.83 0.96
O -3.68 3.95 0.30

***

Record 2
DFT (ωB97M-V/def2-TZVPD) results for a cluster of 4 separate species, C6H17NO in total at a distorted geometry.

Computed properties:
relative energy (zero: lowest compared OMol25 entry of this formula, charge and spin): 171.45 kcal per mole
charge: 0
LUMO level: -2.960 eV
HOMO: -7.2 eV

Geometry (Å):
C -1.44 0.43 2.23
C -0.84 1.64 1.86
C 0.40 1.71 1.15
C -0.94 -0.82 2.24
N 0.29 -1.26 -1.94
C 1.63 -1.51 -2.43
C 0.21 -1.40 -0.49
H -2.46 0.48 2.59
H -1.74 0.67 -0.19
H -2.17 0.85 -0.79
H -1.41 2.53 2.06
H 1.21 2.10 1.79
H 0.34 2.31 0.21
H 0.69 0.72 0.84
H -1.61 -1.61 2.58
H 0.12 -0.97 2.33
H 2.33 -0.77 -2.04
H 1.98 -2.49 -2.10
H 1.63 -1.48 -3.50
H -0.31 -2.31 -0.19
H 1.19 -1.40 0.00
H -0.29 -0.53 -0.10
H 0.57 1.89 -2.45
H 0.08 -0.24 -2.08
O 0.54 1.45 -1.59

***

Record 3
DFT (ωB97M-V/def2-TZVPD) results for a cluster of 2 separate species, C6H17NOSi in total at a distorted geometry.

Computed properties:
structure (SMILES): C[SiH](C)O.CC1(C)CN1
relative energy (zero: lowest compared OMol25 entry of this formula, charge and spin): 58.39 kcal per mole
charge: 0
LUMO level: 0.887 eV
HOMO: -9.2 eV

Geometry (Å):
C 0.23 3.60 -2.18
Si 0.19 1.83 -1.64
C 1.67 0.71 -2.09
O -0.03 1.77 -0.04
H 1.09 4.16 -2.00
H 0.14 3.92 -3.23
H -0.38 4.23 -1.65
H -1.14 1.05 -2.17
H 2.56 0.95 -1.63
H 1.36 -0.35 -1.77
H 1.94 0.75 -3.17
H 0.66 1.31 0.54
C -1.55 -1.61 0.26
C -0.53 -1.79 1.45
C -0.96 -0.75 2.47
C 0.27 -2.89 2.04
N 0.94 -1.81 1.39
H -1.70 -0.62 0.02
H -1.34 -2.18 -0.73
H -2.42 -2.04 0.68
H -0.22 -0.46 3.24
H -1.02 0.15 2.02
H -1.79 -0.99 2.94
H 0.39 -2.88 3.04
H 0.22 -3.95 1.70
H 1.39 -2.10 0.50

***

Record 4
DFT (ωB97M-V/def2-TZVPD) results for a cluster of 2 separate species, C6H17NS in total.

Computed properties:
structure (SMILES): CCN(C)C.CSC
relative energy (zero: lowest compared OMol25 entry of this formula, charge and spin): 15.35 kcal per mole
charge: 0
LUMO level: 0.933 eV
HOMO: -8.5 eV

Geometry (Å):
C 3.42 0.18 1.53
C 2.34 0.97 2.27
N 1.22 1.34 1.41
C 0.16 1.92 2.22
C 1.62 2.29 0.39
H 2.96 -0.68 1.01
H 4.16 -0.20 2.26
H 3.94 0.80 0.79
H 1.93 0.34 3.08
H 2.79 1.87 2.73
H 0.49 2.84 2.74
H -0.70 2.18 1.58
H -0.17 1.19 2.98
H 2.06 3.21 0.83
H 2.36 1.84 -0.29
H 0.73 2.58 -0.20
C -4.11 -2.71 -1.77
S -3.97 -1.62 -3.19
C -2.44 -2.28 -3.88
H -5.02 -2.44 -1.22
H -3.24 -2.61 -1.09
H -4.19 -3.77 -2.08
H -1.60 -2.18 -3.17
H -2.55 -3.34 -4.15
H -2.20 -1.71 -4.79

***

Record 5
DFT (ωB97M-V/def2-TZVPD) results for a cluster of 2 separate species, C6H17NSi in total at a distorted geometry.

Computed properties:
relative energy (zero: lowest compared OMol25 entry of this formula, charge and spin): 58.27 kcal per mole
charge: 0
LUMO level: 0.683 eV
HOMO: -7.0 eV

Geometry (Å):
C -2.60 1.45 0.07
C 1.84 0.55 1.45
C 1.27 1.42 -0.92
C -0.51 -1.98 1.35
C -2.02 0.55 -1.06
C 1.60 0.16 -0.08
N 0.71 -2.44 -1.43
Si 0.25 -1.21 -0.30
H -3.48 1.93 -0.24
H -2.83 0.81 0.89
H -1.91 2.18 0.41
H 2.24 1.59 1.57
H 0.97 0.47 2.10
H 2.56 -0.12 1.79
H 0.34 1.87 -0.67
H 1.24 1.31 -2.04
H 1.90 2.30 -0.81
H -0.78 -1.07 1.93
H -1.27 -2.66 1.10
H 0.30 -2.34 2.03
H -1.59 1.02 -1.91
H -2.94 0.00 -1.44
H 2.62 -0.21 -0.46
H 0.59 -3.44 -1.44
H 1.50 -2.14 -1.90

***

Record 6
DFT (ωB97M-V/def2-TZVPD) results for a cluster of 3 separate species, C6H17O3 in total at a distorted geometry.

Computed properties:
relative energy (zero: lowest compared OMol25 entry of this formula, charge and spin): 28.18 kcal per mole
charge: -1
LUMO level: 3.626 eV
HOMO: -4.0 eV

Geometry (Å):
C -1.30 0.59 1.43
O -1.06 -0.71 1.10
C 0.02 1.54 1.10
C 0.71 1.60 -0.24
C 1.07 0.22 -0.84
C 0.29 -0.07 -2.11
C 2.52 -0.29 -1.12
H -1.50 0.79 2.46
H -2.04 1.00 0.70
H -0.44 2.51 1.34
H 0.80 1.38 1.87
H 1.61 2.22 -0.14
H 0.02 2.01 -1.00
H 0.61 -0.55 -0.17
H 0.42 -1.18 -2.27
H 0.64 0.44 -3.01
H -0.74 0.28 -2.08
H 3.17 0.18 -0.39
H 2.83 0.03 -2.09
H 2.40 -1.37 -1.24
H -2.42 -1.13 0.51
H -3.64 -0.51 -0.13
O -3.31 -1.40 0.06
H -0.11 -1.92 1.72
H -0.75 -2.88 2.37
O 0.20 -2.76 2.20

***

Record 7
DFT (ωB97M-V/def2-TZVPD) results for a structure of composition C6H18AsClKO5SSi.

Computed properties:
relative energy (zero: lowest compared OMol25 entry of this formula, charge and spin): 0.00 kcal per mole
charge: -1
LUMO level: 2.450 eV
HOMO: -5.9 eV

Geometry (Å):
K 0.58 -0.03 -0.27
C -1.04 -4.14 -0.59
Si -2.27 -2.72 -0.30
C -2.95 -2.96 1.45
C -3.74 -3.08 -1.45
O -1.65 -1.28 -0.53
H -1.51 -5.11 -0.43
H -0.19 -4.06 0.08
H -0.66 -4.10 -1.61
H -3.38 -3.95 1.60
H -3.72 -2.22 1.67
H -2.15 -2.82 2.19
H -4.15 -4.08 -1.29
H -3.44 -3.00 -2.50
H -4.55 -2.36 -1.28
C -2.97 0.21 -2.88
As -3.00 1.61 -1.56
C -3.79 0.87 0.02
C -4.33 2.86 -2.22
S -1.19 2.60 -1.28
H -3.97 -0.17 -3.05
H -2.33 -0.57 -2.46
H -2.55 0.63 -3.80
H -4.78 0.47 -0.21
H -3.87 1.66 0.77
H -3.11 0.07 0.34
H -5.29 2.37 -2.36
H -3.97 3.27 -3.16
H -4.41 3.67 -1.49
O 4.99 0.23 0.58
Cl 3.58 0.13 0.35
O 3.06 -1.12 0.87
O 2.88 1.22 1.00
O 3.29 0.18 -1.07

***

Record 8
DFT (ωB97M-V/def2-TZVPD) results for a structure of composition C6H18BClO3SSi2Yb at a distorted geometry.

Computed properties:
charge: +2
LUMO level: -10.453 eV
HOMO: -13.7 eV

Geometry (Å):
C 4.28 0.04 -0.39
C 2.92 0.23 0.27
C 1.84 0.53 -0.75
Si 0.09 0.37 0.03
S 0.28 0.61 2.16
C -1.15 1.51 -0.77
C -2.01 2.35 0.18
C -3.44 2.50 -0.32
Cl -4.22 3.81 0.60
O -0.33 -1.20 -0.24
Si -1.71 -1.84 0.54
B -1.74 -3.81 0.09
O -1.16 -4.73 0.92
O -2.29 -4.18 -1.09
H 5.03 -0.13 0.44
H 4.57 0.96 -0.96
H 4.29 -0.86 -1.05
H 2.69 -0.68 0.81
H 3.03 1.05 0.97
H 1.93 1.55 -1.11
H 1.91 -0.18 -1.57
H 0.91 1.80 2.23
H -1.78 0.91 -1.42
H -0.62 2.18 -1.44
H -2.08 1.88 1.16
H -1.58 3.32 0.35
H -3.49 2.72 -1.37
H -3.99 1.61 -0.08
H -1.59 -1.65 2.00
H -2.91 -1.14 0.03
H -1.27 -4.51 1.86
H -2.86 -4.96 -0.94
Yb 6.43 -0.05 -1.13

***

Record 9
DFT (ωB97M-V/def2-TZVPD) results for a cluster of 3 separate species, C6H18BrO8P2 in total at a distorted geometry.

Computed properties:
spin multiplicity: 2
charge: 0
LUMO level (alpha / beta): 0.769 / -2.596 eV
HOMO (alpha / beta): -10.0 / -9.7 eV

Geometry (Å):
Br 25.96 19.14 -14.59
C 30.63 15.98 -12.33
O 29.71 15.78 -13.43
P 28.06 15.54 -13.07
O 27.22 16.15 -14.17
O 27.83 13.95 -12.93
C 28.49 13.22 -11.90
O 27.86 16.06 -11.53
C 27.31 17.39 -11.31
H 31.54 15.46 -12.63
H 30.37 15.86 -11.27
H 30.96 17.01 -12.24
H 29.45 12.80 -12.19
H 27.91 12.36 -11.59
H 28.65 13.82 -11.00
H 28.11 17.99 -10.89
H 26.61 17.46 -10.48
H 26.94 17.87 -12.21
C 26.94 21.41 -17.55
O 25.80 20.97 -18.28
P 25.58 19.40 -18.72
O 25.77 18.35 -17.69
O 24.07 19.35 -19.32
C 23.55 20.52 -20.02
O 26.60 19.17 -19.96
C 26.50 18.06 -20.86
H 26.93 21.06 -16.52
H 26.76 22.48 -17.53
H 27.96 21.23 -17.90
H 24.26 21.29 -20.32
H 22.76 20.99 -19.43
H 23.21 20.16 -20.99
H 26.21 18.38 -21.86
H 25.71 17.38 -20.56
H 27.44 17.52 -20.98

***

Record 10
DFT (ωB97M-V/def2-TZVPD) results for a structure of composition C6H18Cl3CoGeN4O9P3S at a distorted geometry.

Computed properties:
spin multiplicity: 2
charge: +2
LUMO level (alpha / beta): -5.524 / -5.272 eV
HOMO (alpha / beta): -14.0 / -13.6 eV

Geometry (Å):
Co 0.34 -0.41 -0.05
O 2.79 1.84 2.69
P 1.67 1.70 1.64
O 1.58 3.07 0.87
O 1.93 0.54 0.74
O 0.24 1.64 2.31
P -0.56 0.29 2.88
O 0.24 -0.02 4.20
O -1.96 0.71 3.13
O -0.29 -0.77 1.85
H 2.88 2.66 3.18
H -0.27 0.08 5.02
Cl -0.57 1.81 -1.02
Ge 0.10 3.59 -0.01
Cl 0.75 5.06 -1.34
Cl -1.24 4.35 1.39
N -3.64 -1.65 -2.97
C -3.44 -2.46 -1.71
P -2.73 -1.24 -0.52
O -3.47 0.02 -0.83
O -1.24 -1.36 -0.71
C -3.24 -1.75 1.17
N -3.85 -0.57 1.85
H -4.36 -2.04 -3.57
H -2.78 -1.58 -3.51
H -3.91 -0.70 -2.67
H -2.79 -3.30 -1.92
H -4.42 -2.80 -1.40
H -2.37 -2.08 1.75
H -3.97 -2.55 1.12
H -3.11 0.04 2.33
H -4.53 -0.85 2.56
H -4.32 0.02 1.15
C 3.14 1.31 -2.47
N 3.76 0.22 -1.73
C 5.06 0.21 -1.26
C 5.24 -0.96 -0.60
N 4.04 -1.63 -0.69
C 3.14 -0.91 -1.37
S 1.52 -1.39 -1.72
H 3.93 1.90 -2.94
H 2.58 1.94 -1.78
H 2.48 0.91 -3.22
H 5.74 1.02 -1.44
H 6.10 -1.37 -0.11
H 3.82 -2.53 -0.29

***

Record 11
DFT (ωB97M-V/def2-TZVPD) results for a structure of composition C6H18Cl3CoGeN4O9P3S at a distorted geometry.

Computed properties:
spin multiplicity: 6
relative energy (zero: lowest compared OMol25 entry of this formula, charge and spin): 34.03 kcal per mole
charge: +2
LUMO level (alpha / beta): -5.163 / -8.975 eV
HOMO (alpha / beta): -13.6 / -15.3 eV

Geometry (Å):
Co -0.60 -1.07 0.66
O 1.04 -4.54 -0.80
P 0.33 -3.16 -0.57
O 1.24 -2.18 0.13
O -0.93 -3.26 0.28
O -0.09 -2.66 -2.04
P -0.91 -1.27 -2.17
O -2.25 -1.54 -1.32
O -1.19 -0.88 -3.56
O -0.19 -0.24 -1.29
H 0.70 -5.10 -1.51
H -2.80 -2.29 -1.60
Cl 1.76 -3.61 3.86
Ge 0.02 -3.90 2.46
Cl -0.97 -1.89 2.85
Cl -1.44 -5.27 3.21
N -1.49 1.88 -2.64
C -2.64 1.66 -1.71
P -2.03 1.85 0.03
O -0.91 2.86 -0.05
O -1.84 0.56 0.77
C -3.35 2.78 0.99
N -2.69 4.06 1.43
H -1.63 1.36 -3.52
H -0.67 1.41 -2.23
H -1.29 2.86 -2.79
H -3.03 0.66 -1.86
H -3.43 2.38 -1.93
H -3.63 2.18 1.85
H -4.24 2.99 0.40
H -2.55 4.10 2.44
H -3.20 4.90 1.15
H -1.74 4.03 0.96
C 3.24 1.43 -0.56
N 3.55 0.33 0.34
C 4.69 -0.41 0.34
C 4.58 -1.34 1.35
N 3.39 -1.14 1.94
C 2.74 -0.12 1.34
S 1.24 0.52 1.74
H 3.84 1.34 -1.46
H 3.46 2.38 -0.08
H 2.18 1.40 -0.81
H 5.48 -0.24 -0.37
H 5.27 -2.11 1.66
H 3.00 -1.71 2.69

***

Record 12
DFT (ωB97M-V/def2-TZVPD) results for a structure of composition C6H18Cl3O6Zn at a distorted geometry.

Computed properties:
relative energy (zero: lowest compared OMol25 entry of this formula, charge and spin): 1.35 kcal per mole
charge: -1
LUMO level: 2.033 eV
HOMO: -4.8 eV

Geometry (Å):
Zn -1.09 1.22 -0.91
Cl -0.44 3.17 -2.44
Cl -2.88 0.37 -2.50
Cl -2.19 2.24 0.89
C -2.40 -1.45 0.32
C -2.43 -1.74 1.82
O -2.65 -0.55 2.54
O -1.22 -0.75 -0.03
H -3.26 -0.83 0.09
H -2.57 -2.34 -0.30
H -1.50 -2.23 2.14
H -3.21 -2.50 1.95
H -2.30 0.21 2.05
H -0.44 -1.31 0.10
C 0.73 -1.42 -2.47
C 1.77 -1.99 -1.50
O 1.22 -2.29 -0.21
O 0.41 -0.03 -2.25
H -0.21 -1.98 -2.45
H 1.17 -1.41 -3.47
H 2.67 -1.39 -1.35
H 2.12 -2.93 -1.96
H 1.57 -3.14 0.07
H 1.08 0.42 -2.78
C 1.58 2.88 1.63
C 1.22 1.41 1.46
O 0.88 1.25 0.08
O 2.68 3.23 0.80
H 1.87 2.99 2.69
H 0.72 3.52 1.46
H 0.44 1.20 2.19
H 2.04 0.75 1.76
H 1.72 1.29 -0.38
H 2.89 4.15 0.96

***

> Which value of charge does entry 12 give?

-1